[1]
DFT (ωB97M-V/def2-TZVPD) results for a molecular structure, C18H41N2OP3SW at a distorted geometry.

Summary:
Net charge: +4
<S²>: 2.030
Max |F|: 3.83 eV/Å
E_LUMO (alpha / beta): -13.845 / -13.834 eV
Multiplicity: 3
Electronic energy: -64843.65561 eV

Last column: Mulliken charge in e.
Element x y z (Å)
W1 -0.05342 0.71636 0.86875  0.668
P1 1.68474 -0.55511 1.84767  0.714
P2 1.25515 2.76075 0.55256  0.652
P3 -1.41014 -1.53077 0.52524  0.554
H1 -0.76475 -0.71348 -1.56031  -0.044
C1 0.00978 0.20279 -1.25951  -0.110
C2 -0.59656 1.48774 -0.95248  -1.492
H2 -1.67765 1.50772 -0.78618  0.518
C3 2.90255 -1.25898 0.71758  -1.177
C4 2.63338 0.38997 3.07835  -0.980
C5 1.12903 -1.95485 2.88801  -0.950
C6 0.40374 4.26846 -0.06652  -1.308
C7 2.05729 3.52766 1.93420  -1.212
C8 2.57293 2.50862 -0.68050  -1.079
C9 -2.96852 -1.37921 -0.43435  -1.165
C10 -1.99791 -2.59782 1.94902  -1.066
C11 -0.48003 -2.82160 -0.49133  -1.172
H3 0.94931 0.28414 -1.91537  0.089
H4 -0.10330 2.38616 -1.33238  0.678
H5 3.64603 -1.79751 1.32198  0.496
H6 3.39828 -0.46749 0.14144  0.304
H7 2.42626 -1.95802 0.01956  0.299
H8 3.20293 -0.33796 3.66802  0.607
H9 1.97807 0.95429 3.75534  0.147
H10 3.33327 1.06803 2.58459  0.336
H11 2.00198 -2.26006 3.48128  0.629
H12 0.80901 -2.79683 2.26284  0.341
H13 0.31571 -1.65687 3.57010  0.130
H14 1.13590 5.06048 -0.25663  0.558
H15 -0.35114 4.60880 0.64578  0.429
H16 -0.14836 4.15942 -1.00101  0.454
H17 2.32611 4.54356 1.65535  0.501
H18 2.95580 3.00149 2.21726  0.357
H19 1.39559 3.57566 2.79173  0.300
H20 2.97636 3.48779 -0.96904  0.466
H21 2.25465 1.99317 -1.59185  0.214
H22 3.38357 1.91812 -0.24253  0.377
H23 -3.70639 -0.83676 0.17967  0.429
H24 -3.32978 -2.40992 -0.63143  0.551
H25 -2.80518 -0.84099 -1.38555  0.197
H26 -3.02095 -2.93281 1.68566  0.486
H27 -2.01326 -1.98773 2.87653  -0.051
H28 -1.31301 -3.46501 2.05338  0.451
H29 -1.25612 -3.46693 -0.95322  0.446
H30 0.17664 -3.41258 0.17428  0.486
H31 0.13423 -2.35665 -1.28222  0.310
C12 -1.48372 -0.09496 -4.80477  0.529
C13 -0.26354 -0.68856 -5.20951  -0.379
C14 -0.31736 -2.01965 -5.60298  -0.401
C15 -1.55048 -2.66764 -5.78105  -0.438
C16 -2.73677 -1.96785 -5.55985  -0.380
C17 -2.71142 -0.64166 -5.15138  -0.258
O1 -1.53681 0.97398 -3.93051  -0.390
H32 -0.62523 0.90938 -3.70725  0.176
H33 0.68637 -0.14882 -5.15943  0.569
H34 0.61012 -2.58760 -5.68966  0.456
H35 -1.59888 -3.71035 -6.07644  0.476
H36 -3.68647 -2.42418 -5.73673  0.500
H37 -3.59459 -0.04525 -4.99472  0.492
N1 0.02405 1.63610 4.72901  -0.364
C18 -0.95353 0.91728 4.08657  0.611
N2 -1.31016 -0.29646 4.56185  -0.322
S1 -1.51056 1.45895 2.54027  -0.313
H38 0.18535 1.43641 5.71637  0.273
H39 0.16246 2.59553 4.44306  0.236
H40 -2.16038 -0.70366 4.17448  0.322
H41 -1.08022 -0.54624 5.49888  0.235



[2]
DFT (ωB97M-V/def2-TZVPD) results for a molecular structure, C31H48BN6O5RuS2.

Summary:
<S²>: 8.757
Max |F|: 0.59 eV/Å
E_LUMO (alpha / beta): 0.388 / -1.571 eV
Multiplicity: 6
Electronic energy: -77034.41628 eV

Last column: Mulliken charge in e.
Element x y z (Å)
Ru1 0.06357 -0.41715 0.36937  1.903
C1 2.50057 0.86731 -4.36403  -1.396
C2 2.56568 0.27873 -2.99254  0.410
C3 3.49333 -0.60072 -2.47016  -1.526
C4 3.10718 -0.81388 -1.14042  -0.574
N1 2.01322 -0.10824 -0.87910  0.596
N2 1.68431 0.56658 -2.01621  0.698
B1 0.66294 1.72969 -1.94552  -0.540
N3 0.84938 2.43545 -0.57491  -0.043
N4 0.64850 1.77336 0.59874  1.647
C5 0.87961 2.63346 1.59488  -1.416
C6 1.25896 3.86625 1.04479  -0.897
C7 1.21851 3.69961 -0.32614  0.539
C8 1.51339 4.68653 -1.40832  -1.577
C9 0.71950 2.28834 3.06406  2.577
C10 1.62534 1.11377 3.44553  -1.362
C11 -0.74285 1.93705 3.36667  -1.411
C12 1.11243 3.50303 3.90141  -2.472
N5 -0.80805 1.27422 -2.05522  0.912
N6 -1.46459 0.83206 -0.93989  0.795
C13 -2.76586 0.83986 -1.21808  -0.691
C14 -2.94872 1.24574 -2.54954  -1.339
C15 -1.69017 1.51911 -3.04190  0.297
C16 -1.30786 2.03409 -4.39191  -1.449
C17 -3.86229 0.64186 -0.19004  3.002
C18 -4.53084 -0.73308 -0.33402  -1.327
C19 -3.31000 0.84731 1.21918  -1.519
C20 -4.93269 1.72099 -0.43648  -2.019
C21 3.87738 -1.56817 -0.08019  3.051
C22 5.21458 -0.82996 0.11349  -1.921
C23 4.17256 -3.00927 -0.53276  -1.585
C24 3.13669 -1.55429 1.25382  -1.710
H1 3.33951 0.49916 -4.95172  0.406
H2 2.54594 1.95686 -4.33913  0.245
H3 1.57808 0.58826 -4.87687  0.149
H4 4.34706 -1.01512 -2.98409  0.578
H5 0.90318 2.50100 -2.83232  -0.182
H6 1.51493 4.77093 1.57118  0.647
H7 1.80437 5.63432 -0.95985  0.400
H8 0.64082 4.85829 -2.04056  0.266
H9 2.32589 4.34534 -2.05175  0.263
H10 1.32814 0.19326 2.94646  -0.063
H11 1.56082 0.92284 4.51951  0.504
H12 2.66655 1.32390 3.18951  0.335
H13 -1.07067 1.03337 2.85692  0.054
H14 -1.40500 2.75453 3.07125  0.362
H15 -0.86846 1.75860 4.43771  0.489
H16 2.15458 3.78733 3.73299  0.438
H17 0.99242 3.26782 4.96070  0.439
H18 0.47863 4.36314 3.67266  0.421
H19 -3.88138 1.36665 -3.07775  0.454
H20 -2.21039 2.18747 -4.98126  0.404
H21 -0.66869 1.32988 -4.92798  0.148
H22 -0.77147 2.98164 -4.32881  0.247
H23 -3.87035 -1.53654 -0.00314  -0.021
H24 -4.80814 -0.91272 -1.37656  0.298
H25 -5.43991 -0.75986 0.27331  0.464
H26 -2.55040 0.11025 1.47583  -0.377
H27 -4.11215 0.73323 1.95229  0.544
H28 -2.88604 1.84962 1.31786  0.391
H29 -5.47518 1.55206 -1.37003  0.368
H30 -4.49305 2.72129 -0.47090  0.373
H31 -5.65932 1.69098 0.37934  0.463
H32 5.79671 -0.81618 -0.80961  0.395
H33 5.80598 -1.33289 0.88432  0.474
H34 5.04787 0.20400 0.42672  0.346
H35 5.07864 -3.04780 -1.14323  0.403
H36 3.36051 -3.42642 -1.12851  0.238
H37 4.32982 -3.65514 0.33472  0.367
H38 2.99994 -0.53149 1.60197  -0.031
H39 3.72204 -2.08891 2.00507  0.567
H40 2.16181 -2.04496 1.18759  0.098
O1 -1.09888 -3.68328 1.58958  -0.747
S1 -1.56677 -2.31646 1.62069  1.061
O2 -2.77802 -2.07496 2.35357  -0.720
O3 -0.41253 -1.39274 2.14533  -0.771
O4 -1.66293 -1.72430 0.20925  -0.744
C25 0.57671 -5.08698 -0.22677  -1.121
S2 0.58670 -3.70358 -1.35548  0.334
O5 0.80173 -2.45274 -0.54097  -0.312
C26 -1.08335 -3.68380 -1.93943  0.858
C27 -1.22226 -3.11641 -3.20259  -0.503
C28 -2.48984 -2.96329 -3.74737  -0.619
C29 -3.60127 -3.38675 -3.02945  -0.504
C30 -3.44971 -3.96058 -1.77194  -0.734
C31 -2.18992 -4.10506 -1.21487  -0.547
H41 -0.42352 -5.40857 0.04221  0.353
H42 1.08042 -4.73503 0.67107  0.310
H43 1.13913 -5.87651 -0.72274  0.485
H44 -0.34111 -2.79746 -3.74964  0.402
H45 -2.60756 -2.52306 -4.72936  0.426
H46 -4.59280 -3.26455 -3.44818  0.418
H47 -4.31923 -4.27691 -1.20969  0.383
H48 -2.07764 -4.50966 -0.21493  0.278



[3]
DFT (ωB97M-V/def2-TZVPD) results for a molecular structure, C3H14O3S2 at a distorted geometry.

Summary:
Max |F|: 1.68 eV/Å
E_LUMO: -5.215 eV
Electronic energy: -31144.76669 eV

Last column: Mulliken charge in e.
Element x y z (Å)
C1 1.73364 0.39358 -1.02248  -0.919
C2 1.88550 0.23724 0.47576  -0.160
S1 1.75463 -1.42650 1.04187  0.005
S2 -1.22932 -0.55201 2.83846  -0.085
C3 -1.65716 -0.32877 1.10545  -0.327
H1 2.44792 -0.20057 -1.58898  0.401
H2 0.73054 0.09119 -1.32251  0.282
H3 1.84195 1.44326 -1.27841  0.303
H4 1.05287 0.83323 0.96586  0.274
H5 2.83511 0.64024 0.83671  0.364
H6 -2.40609 0.45071 1.02496  0.334
H7 -2.00522 -1.24079 0.63231  0.398
H8 -0.79883 -0.00091 0.52984  -0.286
H9 -0.28669 -3.54043 -1.15393  0.264
H10 0.23918 -2.40047 -0.28175  0.243
O1 -0.51997 -2.67225 -0.80424  -0.535
H11 -2.13873 1.36645 -2.15868  0.232
H12 -0.41724 3.17024 0.03329  0.189
O2 -1.78179 0.95900 -1.36975  -0.671
H13 -0.02065 -1.13682 2.55954  -0.030
H14 -1.09642 1.64219 -0.86240  0.341
O3 -0.16320 2.27217 -0.20089  -0.617



[4]
DFT (ωB97M-V/def2-TZVPD) results for a single C7H8N2O2S2 molecule at a distorted geometry.

Summary:
Max |F|: 4.29 eV/Å
E_LUMO (alpha / beta): -1.126 / -1.564 eV
Electronic energy: -36132.87258 eV

Last column: Mulliken charge in e.
Element x y z (Å)
C1 -0.99936 1.91424 -0.65007  0.130
C2 1.57530 0.68236 -1.48138  -0.056
C3 -0.41404 -1.31521 0.94048  -0.812
C4 0.95490 -1.06878 0.41139  -0.530
C5 -0.93215 0.08580 1.03169  -0.833
C6 -0.32605 2.24211 -1.95059  -0.105
C7 0.61945 0.08465 -0.54560  0.589
N1 1.02591 1.83944 -2.03582  -0.144
N2 -0.45698 0.68159 -0.17564  0.240
O1 -2.00102 2.47582 -0.21068  -0.629
O2 2.63119 0.18080 -1.92813  -0.663
S1 -1.38464 0.88683 -2.91904  -0.017
S2 -0.30697 -0.70998 -3.34076  -0.170
H1 -0.90878 -1.89451 0.20554  0.304
H2 -0.51098 -1.82028 1.80126  0.518
H3 1.63423 -0.59270 1.20319  0.255
H4 1.48757 -1.92336 -0.08950  0.314
H5 -1.95589 0.24330 1.23306  0.444
H6 -0.46734 0.62017 1.90798  0.315
H7 -0.51530 3.09362 -2.51801  0.609
H8 1.51833 2.26927 -2.79045  0.241